The following is a quantum chemistry calculation of 2 unconnected molecules or ions with the total composition C8H8ClOP in a non-equilibrium geometry, from OMol25.

Each line ends with the Mulliken charge.
Positions of all 19 atoms, in Å:
O1 -1.03943 -1.12404 1.55726  -0.62
P1 -0.40490 -1.03796 0.24920  0.60
Cl1 -1.27138 -1.79099 -1.36743  -0.19
C1 1.32830 -1.04219 0.19096  0.57
C2 2.68262 -1.37281 0.23763  -0.72
C3 3.53106 -0.29803 0.02864  -0.23
C4 3.04827 1.02352 -0.36414  -0.32
C5 1.68012 1.28598 -0.49884  -0.38
C6 0.83745 0.23926 -0.09562  0.15
H1 3.06910 -2.29656 0.62511  0.35
H2 4.61901 -0.32914 -0.12824  0.31
H3 3.72939 1.85032 -0.59176  0.35
H4 1.16706 2.19510 -0.94669  0.29
C7 -4.35019 -0.00017 0.16959  -0.51
C8 -3.31607 0.88756 0.29074  -0.27
H5 -4.25357 -0.95653 -0.25867  0.25
H6 -5.35594 0.42527 0.24525  0.25
H7 -3.43248 1.93038 0.50997  0.28
H8 -2.26842 0.41104 0.14703  -0.17

Properties
HOMO   -9.71 eV
SMILES   O=P1(Cl)c2ccccc21.C=C


The following is a quantum chemistry calculation of a molecular structure, C13H5BBrF4N3O9Y in a non-equilibrium geometry, from OMol25.

Each line ends with the Mulliken charge.
Positions of all 37 atoms, in Å:
Y1 1.29922 0.24484 -0.22568  1.21
O1 -0.37388 0.27424 3.30012  -0.66
C1 0.17962 -0.21616 2.33722  0.35
O2 1.13402 0.34794 1.67802  -0.67
C2 -0.23428 -1.62756 1.90842  0.60
C3 -0.72088 -2.44886 2.89732  -0.54
C4 -1.13648 -3.75636 2.61912  -0.40
C5 -1.11588 -4.22986 1.31552  -0.41
C6 -0.67258 -3.40526 0.30262  -0.56
C7 -0.18268 -2.07976 0.54752  1.28
O3 0.26962 -1.37946 -0.41878  -0.94
N1 -0.67868 -3.90646 -1.04098  0.98
O4 -0.61688 -5.11536 -1.17988  -0.63
O5 -0.74968 -3.11896 -1.95978  -0.56
N2 -1.60128 -4.59926 3.67012  1.03
O6 -2.02308 -5.70336 3.37322  -0.65
O7 -1.55998 -4.17526 4.80962  -0.64
H1 -0.78838 -2.06866 3.90692  0.59
H2 -1.45258 -5.23066 1.08252  0.58
Br1 0.64902 6.61664 -4.23548  -0.20
C8 -0.24478 5.50554 -2.98638  -0.01
C9 -1.48878 5.88254 -2.49558  -0.12
N3 -2.16028 5.14424 -1.63268  -0.65
C10 -1.63458 4.00204 -1.22588  -0.16
C11 -0.39298 3.54454 -1.66388  -0.12
C12 0.32992 4.32104 -2.56338  -0.25
C13 0.18202 2.25974 -1.18048  1.29
O8 1.38442 1.98864 -1.44508  -0.65
O9 -0.52538 1.46364 -0.51468  -0.69
H3 -1.95188 6.81044 -2.80738  0.37
H4 -2.20638 3.42094 -0.51688  0.50
H5 1.30262 3.99054 -2.89358  0.57
F1 2.81302 -0.51766 -1.74078  -0.33
B1 3.64122 -0.58536 -0.56248  0.31
F2 2.92962 -1.44306 0.31022  -0.22
F3 4.89982 -0.93056 -0.79598  -0.32
F4 3.49792 0.72034 0.02732  -0.30

Properties
HOMO   -6.64 eV
Net charge   -1


The following is a quantum chemistry calculation of a molecular structure, C50H77AsF9N6O2 in a non-equilibrium geometry, from OMol25.

Each line ends with the Mulliken charge.
Positions of all 145 atoms, in Å:
C1 -8.45390 -3.15209 0.19726  -1.53
C2 -8.94772 -2.08598 1.18315  -0.04
C3 -8.35493 -0.70572 0.90067  -0.92
N1 -8.32750 0.34796 2.07035  0.09
C4 -7.44263 -0.24599 3.25244  -0.63
C5 -7.15150 0.76295 4.34402  -0.82
C6 -6.57018 2.14624 3.82389  -0.72
C7 -7.44724 2.66922 2.65829  -0.75
C8 -7.75267 1.66607 1.51340  -0.52
C9 -9.75669 0.48989 2.57435  -0.99
H1 -7.36592 -3.20782 0.23309  0.39
H2 -8.58692 -2.93105 -0.86176  0.38
H3 -8.88751 -4.13948 0.35582  0.37
H4 -8.67318 -2.48703 2.15881  0.21
H5 -10.01678 -1.92362 1.04592  0.35
H6 -8.87752 -0.21110 0.08190  0.52
H7 -7.32268 -0.80528 0.56505  0.49
H8 -6.52442 -0.68650 2.86397  0.46
H9 -7.94926 -1.14839 3.59463  0.46
H10 -6.53437 0.51720 5.20822  0.43
H11 -8.05787 1.02189 4.89132  0.31
H12 -5.51097 1.98625 3.62241  0.35
H13 -6.52261 2.84969 4.65515  0.40
H14 -6.98639 3.57064 2.25436  0.40
H15 -8.35699 3.06099 3.11325  0.32
H16 -6.83010 1.59108 0.93777  0.44
H17 -8.51702 2.12370 0.88535  0.37
H18 -9.65650 1.32816 3.26382  0.51
H19 -10.13936 -0.38992 3.09166  0.30
H20 -10.34592 0.76449 1.69943  0.36
C10 4.13780 -0.00027 8.33131  -1.47
C11 3.91652 1.44355 8.15415  -0.13
C12 4.51171 2.12360 6.89273  -0.50
N2 4.27490 3.61622 6.87409  0.02
C13 4.99588 4.29526 8.09452  -0.63
C14 5.07309 5.82677 7.94031  -0.73
C15 5.75299 6.14359 6.57266  -0.71
C16 4.96768 5.59076 5.37159  -0.61
C17 4.70991 4.06416 5.43214  -0.55
C18 2.69409 3.83903 6.94982  -0.98
H21 3.37257 -0.62554 7.87135  0.35
H22 3.98121 -0.31195 9.36399  0.37
H23 5.12309 -0.26472 7.94742  0.36
H24 4.27331 1.90606 9.07442  0.25
H25 2.83359 1.52876 8.24408  0.26
H26 3.94767 1.72783 6.04815  0.35
H27 5.58540 1.97234 6.78127  0.47
H28 6.04242 3.99402 8.04835  0.35
H29 4.57642 3.97852 9.04941  0.43
H30 5.63372 6.32895 8.72873  0.40
H31 4.10510 6.31182 8.06605  0.34
H32 6.77379 5.76147 6.57877  0.30
H33 5.80842 7.22838 6.48190  0.36
H34 5.47252 5.73485 4.41636  0.38
H35 4.00330 6.09836 5.39177  0.32
H36 5.63536 3.50372 5.29963  0.43
H37 3.90472 3.64691 4.82745  0.42
H38 2.40421 4.85197 6.67054  0.37
H39 2.48058 3.63692 7.99942  0.38
H40 2.33608 3.15268 6.18245  0.41
As1 0.00562 -1.17001 0.91752  2.01
F1 0.02668 -0.65243 -0.83377  -0.50
F2 0.56089 -2.81795 0.50796  -0.49
F3 0.03384 -1.54958 2.63594  -0.48
F4 -0.69881 0.42575 1.36546  -0.51
F5 -1.66207 -1.85228 0.64810  -0.52
F6 1.69527 -0.55627 1.07745  -0.51
N3 -5.17462 1.40265 -4.62252  -0.02
C19 -4.81108 2.71499 -4.35613  -0.63
C20 -5.97803 3.47270 -4.48349  -0.30
C21 -7.01598 2.63833 -4.85205  -0.31
C22 -6.50807 1.36466 -4.92257  -0.50
H41 -4.50627 0.65166 -4.71955  0.22
H42 -3.81719 3.10224 -4.18693  0.37
H43 -6.10051 4.54450 -4.43223  0.39
H44 -8.02991 2.91818 -5.09709  0.39
H45 -6.96103 0.46984 -5.32323  0.39
N4 -2.60868 10.12556 0.16378  0.01
C23 -2.84878 11.17676 -0.69264  -0.36
C24 -2.75604 10.82789 -2.00916  -0.38
C25 -2.49812 9.47208 -1.95423  -0.35
C26 -2.33792 9.09536 -0.66386  -0.58
H46 -2.66872 10.12943 1.17198  0.20
H47 -3.17354 12.10142 -0.23882  0.36
H48 -2.85800 11.51798 -2.83364  0.38
H49 -2.38183 8.85909 -2.83579  0.37
H50 -2.16341 8.11581 -0.24384  0.36
N5 0.52221 -9.11273 -1.19383  -0.02
C27 1.66135 -9.86294 -1.42162  -0.51
C28 1.26344 -11.16588 -1.85017  -0.37
C29 -0.13858 -11.08503 -1.93105  -0.36
C30 -0.59039 -9.88876 -1.44257  -0.39
H51 0.45784 -8.13780 -0.93797  0.19
H52 2.63696 -9.52819 -1.10140  0.37
H53 1.89966 -12.01592 -2.04777  0.38
H54 -0.83630 -11.88018 -2.14865  0.36
H55 -1.60727 -9.57444 -1.25935  0.36
N6 6.83990 -4.19243 2.50656  0.01
C31 8.13150 -3.83863 2.33116  -0.48
C32 8.89665 -4.37091 3.37494  -0.37
C33 7.98924 -5.22916 4.01656  -0.28
C34 6.74782 -5.06959 3.49660  -0.55
H56 6.08872 -3.79690 1.95941  0.21
H57 8.31852 -3.12526 1.54215  0.36
H58 9.91828 -4.21904 3.69057  0.37
H59 8.34710 -5.96463 4.72184  0.36
H60 5.80652 -5.53672 3.74590  0.38
C35 -2.12427 -2.85839 -8.72933  -0.24
C36 -3.34971 -3.43458 -8.80301  -0.37
C37 -3.68857 -4.39936 -7.89156  -0.32
C38 -2.81045 -4.66146 -6.85823  -0.32
C39 -1.62160 -3.96126 -6.69859  -0.46
C40 -1.22371 -3.11418 -7.71824  -0.40
H61 -1.75514 -2.12489 -9.43084  0.31
H62 -3.95953 -3.11711 -9.63591  0.35
H63 -4.60955 -4.92115 -8.10586  0.36
H64 -3.11553 -5.37623 -6.10829  0.34
H65 -0.98856 -4.17919 -5.85114  0.39
H66 -0.22167 -2.71229 -7.74650  0.37
C41 5.32478 3.51571 -5.03870  -0.39
C42 6.01091 3.88878 -6.12297  -0.33
C43 7.11165 4.73445 -5.99846  -0.35
C44 7.64317 5.08208 -4.76313  -0.32
C45 6.94755 4.68298 -3.65820  -0.37
C46 5.75361 3.97798 -3.80134  -0.31
H67 4.42096 2.92511 -5.06540  0.37
H68 5.72121 3.61101 -7.12563  0.35
H69 7.60306 5.06767 -6.90063  0.33
H70 8.53774 5.67018 -4.62074  0.36
H71 7.25275 5.08691 -2.70422  0.32
H72 5.14107 3.82198 -2.92564  0.34
C47 4.93694 -4.32367 -5.50626  -1.05
C48 5.23948 -5.88009 -5.50904  -0.29
O1 4.31432 -6.52153 -6.34070  -0.23
C49 4.65325 -6.97403 -7.53220  0.32
O2 5.71983 -6.87885 -8.08656  -0.51
C50 3.44874 -7.67902 -8.15627  0.89
F7 2.55006 -6.82783 -8.76562  -0.25
F8 3.94707 -8.51920 -9.05858  -0.21
F9 2.62301 -8.29335 -7.23019  -0.23
H73 5.57748 -3.73917 -4.84584  0.38
H74 3.96197 -4.19423 -5.03638  0.27
H75 5.07775 -3.90967 -6.50470  0.31
H76 5.09270 -6.18242 -4.47214  0.27
H77 6.27959 -6.09540 -5.75381  0.35

Properties
HOMO   -8.65 eV
Net charge   +1


The following is a quantum chemistry calculation of 2 unconnected molecules or ions with the total composition C33H44N3O2 in a non-equilibrium geometry, from OMol25.

Each line ends with the Mulliken charge.
Positions of all 82 atoms, in Å:
C1 -0.99045 4.50409 -0.20782  -0.68
O1 0.32809 4.67122 0.34177  -0.32
C2 1.07032 3.55655 0.37433  0.02
O2 0.69710 2.49486 -0.10098  -0.64
C3 2.40394 3.81626 1.06067  0.65
C4 3.43092 4.51718 0.14610  -0.61
C5 4.71774 3.69701 0.23425  -0.62
C6 4.49799 2.66897 1.35445  -0.74
N1 3.05666 2.61839 1.52047  0.29
C7 2.52875 1.81432 2.52026  -0.31
C8 1.49773 0.95468 2.26868  -0.69
C9 0.88720 0.04468 3.26832  0.24
C10 1.70589 -0.06702 4.56797  -0.95
C11 2.32983 1.27352 4.97976  -1.00
C12 3.22997 1.82851 3.87605  -0.48
H1 -1.44124 5.48836 -0.07600  0.27
H2 -0.94780 4.23042 -1.26989  0.29
H3 -1.56385 3.74209 0.33764  0.27
H4 2.14210 4.47058 1.91931  0.26
H5 3.06259 4.58704 -0.88307  0.33
H6 3.57786 5.52810 0.53568  0.33
H7 4.89650 3.14815 -0.69752  0.28
H8 5.59295 4.32001 0.44026  0.32
H9 4.89065 1.67359 1.09190  0.31
H10 5.01788 2.98189 2.28180  0.39
H11 1.09261 0.90432 1.26521  0.66
H12 -0.14058 0.38960 3.48762  0.22
H13 0.77877 -0.94304 2.80169  -0.20
H14 1.07538 -0.45033 5.37767  0.42
H15 2.51237 -0.79594 4.40884  0.33
H16 1.53602 2.00628 5.17747  0.33
H17 2.90994 1.15487 5.90474  0.38
H18 4.15406 1.22530 3.80850  0.30
H19 3.54895 2.85406 4.11956  0.38
C13 5.15987 -4.14325 -2.26308  -0.49
C14 4.52485 -5.54158 -2.26295  -0.58
C15 3.16051 -5.41005 -1.56450  -0.56
N2 2.92432 -3.98211 -1.46940  0.21
C16 1.78303 -3.44744 -0.91629  0.39
C17 1.29347 -3.91329 0.33180  -0.48
C18 0.21236 -3.29910 0.92085  -1.00
C19 -0.54061 -2.31995 0.22082  0.83
C20 -1.70556 -1.81350 0.84201  -0.33
C21 -2.85066 -1.33154 0.17003  0.68
C22 -3.11328 -1.58259 -1.20897  -0.79
C23 -4.20802 -1.01624 -1.83404  -0.29
C24 -5.09266 -0.16577 -1.11627  -0.12
N3 -6.13025 0.49306 -1.76074  0.16
C25 -5.99482 1.87455 -2.20627  -0.50
C26 -7.16590 2.12327 -3.17070  -0.52
C27 -7.92333 0.79547 -3.31156  -0.55
C28 -7.20563 -0.23234 -2.42332  -0.51
C29 -4.88329 0.00631 0.27627  -0.49
C30 -3.81886 -0.59630 0.91063  -1.05
C31 -0.05877 -1.86859 -1.04434  -0.76
C32 1.10563 -2.38711 -1.57233  -0.54
C33 4.09992 -3.16991 -1.72518  -0.60
H20 6.03732 -4.12042 -1.60990  0.29
H21 5.45192 -3.83743 -3.27013  0.29
H22 4.35427 -5.88285 -3.28961  0.27
H23 5.15153 -6.27127 -1.74364  0.31
H24 2.35577 -5.88983 -2.14747  0.28
H25 3.16320 -5.87365 -0.56348  0.28
H26 1.82970 -4.70227 0.85333  0.37
H27 -0.12918 -3.58331 1.91704  0.44
H28 -1.75756 -1.87236 1.93540  0.39
H29 -2.44805 -2.22628 -1.78439  0.65
H30 -4.37291 -1.18802 -2.89332  0.45
H31 -6.02745 2.55538 -1.34187  0.26
H32 -5.01909 2.01406 -2.70593  0.31
H33 -7.81562 2.90284 -2.76307  0.28
H34 -6.77582 2.45419 -4.13720  0.28
H35 -8.96138 0.90183 -2.98340  0.27
H36 -7.91342 0.44771 -4.34824  0.28
H37 -6.79755 -1.07781 -3.00095  0.31
H38 -7.89184 -0.64738 -1.66624  0.25
H39 -5.60331 0.59887 0.83562  0.49
H40 -3.67320 -0.50136 1.98448  0.40
H41 -0.60531 -1.10131 -1.59339  0.71
H42 1.48356 -2.02420 -2.52358  0.45
H43 4.44646 -2.69505 -0.78715  0.27
H44 3.85885 -2.36066 -2.43107  0.29

Properties
HOMO   -9.50 eV
Net charge   +1


| no. | HOMO-LUMO gap (eV) |
| --- | --- |
| 1 | 10.04 |
| 2 | 8.52 |
| 3 | 6.63 |
| 4 | 4.60 |